<a>
Computed, not measured: an isolated molecule of C7H12N2O, with the ωB97M-V functional and the def2-TZVPD basis.

The value obtained for the LUMO energy (alpha / beta) is 0.491 / 0.492 eV. The value obtained for the HOMO-LUMO gap (alpha / beta) is 0.2677 / 0.2680 hartree. The calculation puts the HOMO energy (alpha / beta) at -6.793 / -6.799 eV.

The geometry in ORCA input format:
```
! RIJCOSX wB97M-V def2-TZVPD def2/J DEFGRID3
* xyz 0 1
C -2.17 -0.05 -0.31
C 2.12 1.03 1.13
C 1.95 1.17 -0.34
C 0.76 0.80 0.52
C 0.15 -0.53 0.41
C -2.69 -0.59 -1.62
C 0.96 -1.76 0.68
N -1.08 -0.70 0.11
N -3.00 1.54 1.34
O -2.99 0.82 0.18
H 2.67 0.18 1.50
H 2.25 1.92 1.72
H 1.97 2.16 -0.78
H 2.37 0.41 -0.98
H 0.03 1.59 0.67
H -3.75 -0.34 -1.73
H -2.55 -1.67 -1.66
H -2.14 -0.14 -2.45
H 1.30 -1.77 1.71
H 1.82 -1.79 0.02
H 0.34 -2.64 0.50
H -3.93 1.98 1.33
*
```

---

<b>
Computed, not measured: a cluster of 2 separate species, C7H12N2O in total, with the ωB97M-V functional and the def2-TZVPD basis.

The SMILES is C[C@@]1(C#N)NCC12CC2.O. The value obtained for the LUMO energy is 0.730 eV. The value obtained for the HOMO-LUMO gap is 0.3853 hartree. The calculation puts the HOMO energy at -9.756 eV.

The geometry in ORCA input format:
```
! RIJCOSX wB97M-V def2-TZVPD def2/J DEFGRID3
* xyz 0 1
C 1.40 -1.14 1.00
C 0.30 -0.25 0.43
C -0.97 -1.02 0.26
N -1.92 -1.65 0.06
N 0.08 1.02 1.15
C 0.02 1.80 -0.10
C 0.61 0.59 -0.82
C 1.88 0.55 -1.61
C 0.57 0.21 -2.26
H 2.30 -0.53 1.11
H 1.11 -1.53 1.99
H 1.61 -1.98 0.33
H -0.74 1.05 1.76
H -1.00 2.04 -0.43
H 0.63 2.71 -0.10
H 2.35 1.51 -1.84
H 2.59 -0.26 -1.41
H 0.38 -0.84 -2.50
H 0.13 0.93 -2.96
O -4.12 -0.95 2.08
H -3.92 -1.60 1.38
H -3.28 -0.69 2.47
*
```

---

<b> is favored, and the nearest alternative lies 77.6 kcal/mol above it.